{"formula": "C21H43F3GaO10S5", "method": "ωB97M-V/def2-TZVPD", "species": ["F", "C", "F", "F", "Ga", "H", "H", "H", "C", "C", "C", "S", "O", "O", "C", "H", "H", "H", "H", "H", "H", "H", "H", "C", "C", "C", "S", "O", "O", "C", "H", "H", "H", "H", "H", "H", "H", "H", "C", "C", "C", "S", "O", "O", "C", "H", "H", "H", "H", "H", "H", "H", "H", "C", "C", "C", "S", "O", "O", "C", "H", "H", "H", "H", "H", "H", "H", "H", "C", "C", "C", "S", "O", "O", "C", "H", "H", "H", "H", "H", "H", "H", "H"], "positions_angstrom": [[0.49975, -0.08513, 8.82939], [0.08827, -1.30463, 8.28392], [0.97709, -1.71665, 7.28276], [-1.14108, -1.05103, 7.69239], [0.06516, -2.76548, 9.78392], [-0.07333, -4.18552, 9.04216], [1.46501, -2.77349, 10.55801], [-1.19630, -2.42631, 10.71290], [-0.63846, -0.05129, 2.74319], [0.14189, -0.08282, 4.06071], [0.74391, -1.48281, 4.20590], [0.98078, -2.09865, 2.54118], [0.10724, -3.23263, 2.33644], [2.39860, -2.16131, 2.24636], [0.27967, -0.68708, 1.70644], [-0.91896, 0.96286, 2.46186], [-1.54294, -0.63414, 2.84132], [0.94462, 0.66072, 4.02752], [-0.49427, 0.16068, 4.91239], [1.70188, -1.45822, 4.72074], [0.06401, -2.15904, 4.72239], [-0.24378, -1.01058, 0.80802], [1.09836, -0.01690, 1.44269], [-5.64026, -1.95076, 1.90475], [-6.22024, -1.82471, 3.31714], [-5.38563, -0.77975, 4.06339], [-4.74871, 0.33519, 2.81387], [-3.30950, 0.20182, 2.77020], [-5.39591, 1.62082, 2.94433], [-5.43813, -0.52314, 1.40963], [-6.30097, -2.51318, 1.24398], [-4.67958, -2.47189, 1.94577], [-7.25989, -1.49046, 3.25529], [-6.21486, -2.78020, 3.84312], [-5.98520, -0.21559, 4.77538], [-4.53603, -1.23473, 4.57277], [-4.75809, -0.45130, 0.56243], [-6.39106, -0.05090, 1.16696], [4.55827, 0.35764, -0.55085], [4.51252, -0.83896, -1.50479], [3.06978, -0.97668, -1.99808], [2.36271, 0.66787, -1.94080], [1.30999, 0.68258, -0.95356], [2.15662, 1.14815, -3.29143], [3.79682, 1.47679, -1.25302], [5.58208, 0.65378, -0.32166], [4.06232, 0.09927, 0.38942], [5.17606, -0.65354, -2.35459], [4.85034, -1.75482, -1.01954], [3.02652, -1.35126, -3.01970], [2.48138, -1.61833, -1.34152], [3.48466, 2.27388, -0.58004], [4.37577, 1.88846, -2.08144], [-2.20376, 4.17151, -1.47233], [-1.04688, 3.40603, -2.12272], [-1.41283, 1.92048, -2.10358], [-3.20195, 1.84404, -2.13594], [-3.66435, 1.28059, -0.88869], [-3.63783, 1.33065, -3.41517], [-3.47537, 3.60839, -2.09563], [-2.12068, 5.24684, -1.63511], [-2.20513, 3.99196, -0.39364], [-0.92301, 3.74200, -3.15628], [-0.10316, 3.58401, -1.60590], [-1.01488, 1.39606, -2.97034], [-1.07175, 1.43717, -1.18906], [-4.37274, 3.83062, -1.52057], [-3.59430, 3.94981, -3.12501], [3.40339, -0.10528, -8.37381], [2.53352, 0.25250, -7.16481], [3.10336, -0.49106, -5.95418], [4.85009, -0.71083, -6.27688], [5.12026, -2.12226, -6.42053], [5.61212, 0.12713, -5.37864], [4.84570, 0.03298, -7.90068], [3.19828, 0.54253, -9.22692], [3.20679, -1.13719, -8.67802], [2.57966, 1.33077, -6.98943], [1.48722, -0.00734, -7.32863], [2.97603, 0.08016, -5.03497], [2.65415, -1.47846, -5.84426], [5.56125, -0.47736, -8.54300], [5.12413, 1.08161, -7.78666]], "forces_ev_per_a": [[-0.006, -0.450, -1.477], [-0.154, -1.300, 1.806], [-0.726, 1.486, 0.098], [1.101, 0.263, -0.376], [-0.153, -0.288, -0.035], [-0.124, 0.057, -0.073], [0.018, 0.231, -0.012], [0.030, 0.034, 0.013], [0.567, -0.198, 0.120], [0.019, 0.198, -0.055], [-0.027, 0.188, 0.372], [-0.161, 0.456, 0.264], [0.342, -0.120, -0.179], [-0.061, -0.349, -0.228], [-0.158, 0.366, -0.100], [-0.071, -0.084, -0.023], [0.139, -0.074, -0.037], [-0.012, -0.043, 0.021], [0.074, -0.073, 0.001], [-0.048, -0.214, -0.044], [0.090, -0.049, -0.066], [0.136, -0.097, -0.005], [0.011, -0.123, -0.045], [0.052, -0.054, 0.091], [-0.113, -0.092, -0.036], [-0.195, -0.366, 0.331], [-0.310, 0.081, -0.191], [-0.905, 0.460, 0.078], [0.383, -0.019, 0.034], [-0.061, -0.384, -0.324], [0.046, 0.024, 0.009], [-0.033, 0.031, -0.044], [0.050, 0.003, -0.012], [0.007, 0.065, 0.007], [0.174, 0.113, -0.033], [0.038, 0.119, -0.064], [0.033, 0.222, 0.092], [0.068, 0.066, 0.045], [-0.094, -0.131, 0.148], [0.242, 0.019, -0.066], [0.189, -0.454, 0.008], [0.598, -0.145, 0.056], [-0.191, 0.227, -0.354], [-0.483, 0.109, 0.149], [0.363, 0.154, 0.216], [-0.056, 0.012, -0.014], [0.029, 0.026, -0.024], [-0.057, 0.012, 0.014], [-0.079, 0.036, -0.014], [-0.163, 0.073, 0.037], [-0.067, 0.133, 0.000], [-0.151, -0.017, -0.104], [-0.101, -0.029, -0.031], [0.094, -0.018, 0.100], [0.038, 0.128, -0.062], [0.399, 0.054, 0.046], [0.171, 0.104, -0.210], [-0.140, -0.127, -0.276], [-0.162, -0.157, 0.311], [-0.041, 0.450, 0.133], [-0.027, -0.040, 0.020], [-0.048, 0.018, -0.043], [-0.012, -0.015, 0.042], [-0.032, -0.073, -0.033], [-0.115, -0.122, 0.096], [-0.095, -0.040, -0.056], [-0.030, -0.168, -0.049], [-0.019, -0.098, 0.014], [-0.095, -0.067, -0.011], [-0.045, 0.110, -0.076], [-0.446, 0.106, 0.100], [-0.096, 0.184, -0.005], [0.170, 0.179, 0.183], [0.077, -0.384, 0.015], [-0.070, 0.118, -0.440], [0.027, -0.039, 0.023], [0.052, 0.041, -0.013], [0.005, -0.055, 0.015], [0.048, 0.018, 0.045], [0.099, -0.108, -0.026], [0.155, -0.025, -0.023], [0.073, -0.031, 0.169], [0.027, -0.059, 0.065]], "lowdin_charge": [-0.04, -0.64, -0.05, -0.03, 0.26, -0.15, -0.15, -0.15, -0.24, -0.20, -0.22, 0.67, -0.33, -0.36, -0.24, 0.11, 0.08, 0.12, 0.12, 0.10, 0.11, 0.10, 0.08, -0.22, -0.22, -0.22, 0.69, -0.33, -0.33, -0.23, 0.11, 0.12, 0.11, 0.11, 0.10, 0.11, 0.09, 0.11, -0.21, -0.20, -0.20, 0.68, -0.32, -0.34, -0.22, 0.12, 0.12, 0.11, 0.12, 0.09, 0.11, 0.11, 0.11, -0.22, -0.21, -0.23, 0.68, -0.32, -0.33, -0.23, 0.11, 0.12, 0.12, 0.11, 0.10, 0.09, 0.11, 0.11, -0.23, -0.21, -0.23, 0.66, -0.32, -0.33, -0.24, 0.11, 0.12, 0.12, 0.12, 0.06, 0.11, 0.11, 0.11], "e_lumo_ev": 1.6, "homo_energy_ha": -0.194, "gap_ev": 6.8, "charge": -1, "total_energy_ev": -157653.3584, "de_lowest_kj_mol": 61.3, "max_force_ha_per_bohr": 0.043}